Entry 1:
{"formula": "C6H40O14", "method": "ωB97M-V/def2-TZVPD", "symbols": ["C", "C", "C", "C", "C", "C", "H", "H", "H", "H", "H", "H", "H", "H", "H", "H", "H", "H", "H", "H", "O", "H", "H", "O", "H", "H", "O", "H", "H", "O", "H", "H", "O", "H", "H", "O", "H", "H", "O", "H", "H", "O", "H", "H", "O", "H", "H", "O", "H", "H", "O", "H", "H", "O", "H", "H", "O", "H", "H", "O"], "positions_angstrom": [[0.92397, 3.49588, -2.18107], [1.48610, 2.00759, -2.50068], [0.33597, 1.19940, -3.01026], [-0.29764, 0.38056, -2.20387], [-1.54165, -0.36022, -2.44484], [-0.08682, 1.52096, -4.40172], [1.76725, 4.16467, -1.70652], [0.23553, 3.79363, -2.92791], [0.28019, 3.40754, -1.11064], [1.83145, 1.53965, -1.57542], [2.24566, 2.01421, -3.22947], [0.10575, 0.20005, -1.11926], [-1.79558, -0.32708, -3.53083], [-2.30029, 0.06332, -1.83805], [-1.45863, -1.44488, -2.27232], [0.54911, 1.07359, -5.19023], [-0.95270, 0.94444, -4.67500], [-0.35728, 2.64472, -4.50682], [1.09602, 3.13196, 1.46758], [1.29515, 1.79387, 0.84043], [1.69485, 2.70087, 0.87308], [0.19602, -0.48829, 4.10148], [-0.96478, -0.66312, 3.04338], [0.03333, -0.19846, 3.17102], [0.82598, -2.10110, -2.09517], [0.62784, -2.95946, -3.39296], [0.51245, -2.94922, -2.42473], [-0.46233, -4.24105, 0.36242], [0.55093, -5.02925, 1.23668], [-0.37097, -4.83374, 1.06158], [-2.68132, -0.43986, 2.43382], [-2.58506, -1.86984, 2.65427], [-2.49562, -1.07410, 3.13744], [3.04129, -0.64964, 3.12050], [2.66812, -1.78706, 3.97812], [3.44188, -1.58730, 3.34935], [-1.19099, 2.03650, -0.54320], [-1.71827, 2.48138, 0.92058], [-1.83312, 1.75130, 0.22818], [-3.74795, -3.54421, 1.58121], [-2.22443, -4.16197, 1.93028], [-2.87060, -3.49616, 2.06939], [-2.03816, -2.90176, -1.61042], [-3.56974, -2.35439, -1.52586], [-3.03839, -3.07065, -1.45376], [-0.42947, 3.63175, 3.25229], [-0.67429, 4.42666, 1.92401], [-0.47123, 3.55371, 2.29923], [3.61668, 2.39683, 0.12444], [4.76350, 1.86100, 1.22430], [4.45669, 1.96376, 0.31800], [2.46650, 1.78810, 2.31622], [1.82527, 0.72266, 3.09736], [2.60832, 1.07693, 2.86047], [-3.58317, 0.80820, -1.93910], [-4.38131, 1.15919, -0.74393], [-4.40088, 0.46524, -1.44275], [1.98913, -2.31712, -0.64719], [3.30782, -1.44336, -0.34544], [2.34717, -1.40537, -0.62509]], "forces_ev_per_angstrom": [[1.2833, -1.7688, 5.1904], [-1.8199, 1.3442, 1.4848], [0.6927, 0.8063, -0.3417], [0.6991, -1.1891, 2.9416], [0.3584, -1.0597, -2.2122], [-0.8859, 0.5434, -0.8464], [-1.5872, -0.7923, -1.9316], [-0.0677, 1.0880, -0.7086], [1.2994, -0.0602, -2.9264], [0.2900, 0.2474, -0.1580], [1.1784, 0.3056, -0.7997], [-0.4410, 0.5638, -2.0237], [-0.2798, 0.2035, 0.8239], [-0.4786, -0.2571, 0.5543], [0.1277, 0.7856, 0.2779], [0.6520, 1.1170, 0.4582], [-0.9928, 0.1818, 0.2297], [0.8129, -1.9669, -0.3008], [-0.8100, 0.7600, 0.6547], [0.5161, 0.9110, -0.2793], [0.1120, -1.7365, -0.7208], [-0.1132, 0.4040, -0.9852], [2.8360, 1.4170, 0.4780], [-2.4724, -1.7228, 0.9302], [0.1512, 0.3583, -0.4721], [0.0308, 0.2079, 0.7550], [-0.2540, -0.4438, -0.2687], [0.2018, 1.4862, -1.8935], [0.0777, 0.2421, -0.2274], [-0.4159, -1.6813, 2.1224], [-0.2270, 0.4770, 0.1819], [-0.2024, -2.6212, -0.7109], [0.3301, 2.2725, 0.3169], [2.0121, -2.1797, -0.1383], [1.8957, -0.3976, -1.1313], [-3.5557, 2.3037, 1.1156], [-1.7691, -0.8289, 2.2202], [-0.0343, -1.5468, -1.3212], [1.7810, 2.2575, -0.8831], [2.2954, -0.6984, 0.6093], [0.5239, -1.3571, -0.8530], [-2.7098, 1.9084, 0.0634], [-3.0952, -0.0068, 0.3401], [-1.8796, 3.9747, -0.5002], [4.8273, -4.2737, 0.3008], [-0.0971, 0.1492, 0.2963], [0.0861, -0.2229, 0.4877], [-0.2178, 0.3285, -0.6779], [0.1664, -0.0254, 1.2693], [-1.0218, 0.4515, -0.0271], [0.9498, -0.4850, -1.2443], [-0.4832, 2.6548, -2.2223], [-4.6192, -1.5841, 1.0053], [4.9681, -1.0494, 1.4838], [-2.1352, -0.9157, 0.6467], [-0.3977, -0.8376, -0.2801], [1.8814, 1.9804, -0.2965], [0.8720, 0.6127, 0.3298], [-1.7802, -0.1589, -0.4041], [0.9348, -0.4765, 0.2183]], "e_homo_ha": -0.3429, "e_lumo_ev": -0.26, "homo_lumo_gap_ev": 9.0668}



Entry 2:
{"formula": "C4H6O2", "method": "ωB97M-V/def2-TZVPD", "symbols": ["O", "C", "C", "C", "C", "O", "H", "H", "H", "H", "H", "H"], "positions_angstrom": [[1.37923, -1.23449, 1.03493], [1.36994, -0.04555, 0.81831], [0.53782, 0.65108, -0.24918], [-0.39814, -0.23904, -1.07009], [-1.19259, -0.23568, 0.23367], [-0.57201, 1.02692, 0.61098], [1.80911, 0.67050, 1.53932], [1.05842, 1.49343, -0.71796], [-0.03327, -1.19626, -1.44246], [-0.88962, 0.33908, -1.85905], [-0.78930, -1.06481, 0.84114], [-2.27958, -0.16517, 0.26039]], "forces_ev_per_angstrom": [[0.3039, 0.5004, -0.3112], [0.1621, -0.3933, 0.0712], [0.2455, 0.0597, -0.0949], [0.0594, -0.1094, -0.0992], [-0.3021, -0.2513, -0.0113], [-0.0515, -0.0169, 0.1987], [0.1277, -0.0374, -0.0884], [-0.1644, -0.0660, 0.1468], [0.0443, 0.1103, 0.0666], [0.1639, -0.1206, 0.1410], [-0.7032, 0.3959, 0.0911], [0.1145, -0.0714, -0.1103]], "e_homo_ha": -0.3515, "e_lumo_ev": 0.96, "homo_lumo_gap_ev": 10.5259}



Entry 3:
{"formula": "C55H40O3P2S2Ti", "method": "ωB97M-V/def2-TZVPD", "symbols": ["Ti", "O", "S", "C", "C", "C", "C", "C", "C", "C", "C", "C", "C", "P", "C", "C", "C", "C", "C", "C", "C", "C", "C", "C", "C", "C", "C", "C", "C", "C", "C", "C", "C", "C", "C", "C", "C", "C", "P", "C", "C", "C", "C", "C", "C", "C", "C", "C", "C", "C", "C", "C", "C", "H", "H", "H", "H", "H", "H", "H", "H", "H", "H", "H", "H", "H", "H", "H", "H", "H", "H", "H", "H", "H", "H", "H", "H", "H", "H", "H", "H", "H", "H", "H", "H", "H", "H", "H", "H", "O", "C", "O", "C", "C", "C", "C", "C", "C", "S", "H", "H", "H", "H"], "positions_angstrom": [[-0.10623, 0.10348, -0.87471], [-1.21656, 0.54417, 0.78418], [-0.04098, -0.12046, 1.60817], [-0.61308, -1.34659, 2.58903], [-1.23760, -1.04722, 3.84630], [-1.27516, -1.98382, 4.86835], [-0.73849, -3.24303, 4.65985], [-0.63158, -4.45156, 5.56175], [-0.15330, -5.60209, 4.62787], [-0.01708, -4.96645, 3.26197], [0.29584, -5.51027, 2.03725], [0.22997, -4.68814, 0.91107], [-0.08518, -3.32786, 0.98906], [-0.54397, -2.45406, -0.53674], [-2.27235, -2.98029, -0.77758], [-2.61854, -4.28644, -1.11993], [-3.95062, -4.64369, -1.24332], [-4.94726, -3.70120, -1.01606], [-4.61009, -2.40356, -0.66593], [-3.27434, -2.04153, -0.54721], [0.38669, -3.20115, -1.90769], [-0.16512, -3.15822, -3.18696], [0.58804, -3.53796, -4.28735], [1.89928, -3.95913, -4.12077], [2.45657, -3.99412, -2.85070], [1.70954, -3.60814, -1.74879], [-0.30811, -2.73276, 2.24958], [-0.32442, -3.60684, 3.35168], [0.52887, 1.24008, 2.63878], [1.11613, 0.82024, 3.80945], [1.59299, 1.70098, 4.79583], [1.43031, 3.03425, 4.58087], [1.79636, 4.21582, 5.44485], [1.29700, 5.44996, 4.65261], [0.81922, 4.88879, 3.33715], [0.37780, 5.51668, 2.21392], [0.06087, 4.71275, 1.10515], [0.10210, 3.33260, 1.09385], [-0.15137, 2.62291, -0.57692], [-1.89341, 2.95603, -0.98249], [-2.83168, 3.33394, -0.02804], [-4.16749, 3.47132, -0.38134], [-4.57137, 3.22725, -1.68547], [-3.63907, 2.83793, -2.63944], [-2.30497, 2.69421, -2.29256], [0.78905, 3.69238, -1.70997], [2.12216, 3.35596, -1.93731], [2.89012, 4.10017, -2.82085], [2.33048, 5.17891, -3.48795], [1.00010, 5.51510, -3.27181], [0.23092, 4.77494, -2.38862], [0.46161, 2.63682, 2.30191], [0.87518, 3.47966, 3.36250], [-1.63479, -0.05365, 4.00852], [-1.72582, -1.71814, 5.81808], [-1.58664, -4.68815, 6.03628], [0.08518, -4.28440, 6.36963], [-0.86994, -6.42510, 4.59898], [0.79566, -6.02360, 4.96403], [0.54045, -6.55993, 1.92668], [0.39888, -5.12954, -0.06281], [-1.84113, -5.02026, -1.29570], [-4.21484, -5.65751, -1.51551], [-5.98821, -3.98253, -1.11178], [-5.38553, -1.67021, -0.48608], [-3.00952, -1.02897, -0.26343], [-1.17891, -2.80375, -3.32706], [0.15449, -3.49096, -5.27801], [2.49098, -4.24437, -4.98108], [3.48544, -4.30344, -2.71905], [2.16189, -3.59629, -0.76548], [1.18499, -0.24555, 3.98211], [2.04140, 1.31234, 5.70085], [2.87708, 4.25065, 5.59297], [1.34257, 4.14473, 6.43349], [2.08181, 6.19249, 4.50745], [0.47661, 5.95061, 5.16980], [0.31262, 6.59496, 2.14272], [-0.20835, 5.21867, 0.18589], [-2.51973, 3.51378, 0.99263], [-4.89283, 3.76604, 0.36623], [-5.61304, 3.33531, -1.95960], [-3.95006, 2.63780, -3.65656], [-1.58689, 2.37457, -3.04206], [2.55027, 2.49465, -1.43613], [3.92064, 3.82278, -3.00097], [2.92480, 5.75265, -4.18743], [0.55820, 6.34928, -3.80134], [-0.81225, 5.02827, -2.24340], [0.11194, 1.33225, -4.57670], [0.54073, 0.55263, -3.75681], [-0.19034, 0.10725, -2.75794], [1.92596, -0.01660, -3.84227], [2.44914, -0.13649, -5.12982], [3.70678, -0.66058, -5.35082], [4.47610, -1.05143, -4.26061], [3.98008, -0.91818, -2.97833], [2.69800, -0.40705, -2.73555], [2.26857, -0.22826, -1.02273], [1.83137, 0.19766, -5.95307], [4.08797, -0.75611, -6.35915], [5.46877, -1.45866, -4.40894], [4.58167, -1.21038, -2.12657]], "forces_ev_per_angstrom": [[0.3609, -0.2018, 0.0665], [-0.2001, 0.1307, -0.1993], [0.1353, 0.0083, 0.0912], [0.0698, -0.0143, -0.0982], [-0.0112, -0.0178, 0.0370], [0.0127, 0.0334, -0.0022], [-0.0107, -0.0759, 0.0254], [0.0251, 0.0379, -0.0268], [-0.0089, 0.0080, -0.0243], [-0.0017, -0.0077, 0.0512], [0.0102, -0.0278, -0.0205], [-0.0035, 0.0177, 0.0048], [0.0244, -0.0606, -0.0408], [-0.0682, 0.0754, -0.1313], [0.0240, 0.0062, 0.0289], [-0.0015, 0.0157, -0.0096], [0.0305, -0.0019, -0.0017], [-0.0009, 0.0198, 0.0121], [-0.0301, -0.0067, -0.0051], [0.0232, -0.0193, -0.0449], [0.0040, 0.0058, 0.0023], [-0.0047, -0.0125, 0.0145], [0.0141, -0.0124, -0.0011], [-0.0118, -0.0016, 0.0067], [0.0150, -0.0021, -0.0070], [-0.0220, 0.0177, 0.0099], [-0.0056, -0.0225, 0.0914], [-0.0100, 0.0642, 0.0151], [-0.0237, 0.0134, -0.1106], [-0.0242, -0.0581, -0.0362], [0.0133, -0.0112, 0.0154], [-0.0094, 0.0231, 0.0371], [0.0007, 0.0030, -0.0404], [0.0147, -0.0318, 0.0054], [-0.0036, -0.0135, 0.0025], [0.0010, 0.0372, 0.0032], [0.0059, 0.0131, -0.0296], [-0.0169, 0.0185, -0.0623], [-0.0369, 0.0134, -0.0167], [-0.0076, -0.0173, 0.0146], [-0.0067, 0.0073, -0.0178], [0.0120, -0.0012, 0.0131], [0.0125, -0.0096, -0.0216], [-0.0245, 0.0036, 0.0200], [0.0047, 0.0006, -0.0179], [-0.0146, 0.0379, 0.0032], [0.0161, -0.0130, 0.0076], [0.0024, -0.0115, 0.0077], [-0.0432, 0.0222, -0.0012], [0.0434, -0.0020, -0.0103], [-0.0067, -0.0319, 0.0257], [0.0580, 0.0341, 0.0513], [-0.0311, -0.0296, -0.0133], [0.0003, -0.0113, 0.0057], [-0.0038, 0.0070, -0.0074], [-0.0054, -0.0112, -0.0095], [-0.0131, 0.0001, 0.0110], [-0.0010, 0.0002, 0.0106], [0.0050, -0.0007, -0.0062], [-0.0011, 0.0049, -0.0070], [0.0043, -0.0085, 0.0096], [-0.0088, -0.0105, -0.0078], [0.0037, 0.0002, -0.0005], [0.0018, 0.0001, -0.0021], [0.0085, 0.0065, 0.0019], [-0.0231, 0.0011, 0.0185], [-0.0221, -0.0114, -0.0052], [-0.0111, 0.0046, 0.0060], [0.0003, 0.0026, 0.0020], [0.0006, 0.0020, 0.0079], [0.0139, -0.0143, -0.0076], [-0.0034, 0.0006, 0.0370], [0.0004, -0.0228, -0.0133], [0.0003, 0.0036, 0.0073], [-0.0093, 0.0014, -0.0011], [-0.0009, 0.0045, 0.0005], [-0.0014, 0.0014, 0.0037], [-0.0081, -0.0068, -0.0172], [0.0038, 0.0168, 0.0018], [-0.0143, 0.0018, 0.0056], [0.0017, 0.0000, 0.0011], [-0.0020, 0.0004, 0.0041], [0.0038, 0.0011, -0.0016], [-0.0090, 0.0061, 0.0016], [0.0087, -0.0015, -0.0082], [-0.0003, -0.0036, 0.0073], [0.0039, -0.0049, -0.0006], [-0.0045, -0.0018, 0.0002], [0.0048, 0.0047, 0.0052], [-0.0523, 0.0795, -0.1441], [0.1879, -0.0196, -0.0667], [-0.2220, 0.0174, 0.4818], [0.0518, -0.0002, 0.0869], [-0.0227, 0.0059, 0.0182], [0.0300, -0.0173, -0.0184], [-0.0158, 0.0018, 0.0058], [-0.0518, 0.0147, 0.0150], [-0.0536, 0.0296, -0.0224], [-0.0969, -0.0238, -0.0705], [0.0064, 0.0016, -0.0033], [0.0081, -0.0055, 0.0046], [0.0010, 0.0018, -0.0046], [0.0129, -0.0011, -0.0089]], "e_homo_ha": [-0.1898, -0.2764], "e_lumo_ev": [-0.10, -0.08], "homo_lumo_gap_ev": [5.0706, 7.4415], "multiplicity": 3}



Energy above the lowest of the compared OMol25 structures with the same formula, charge and spin / kJ/mol: 535.0; 221.2; 0.0